No. 1
{"formula": "C4H11N2", "method": "ωB97M-V/def2-TZVPD", "mol_weight_g_mol": 87.1, "lumo_ev": -4.135, "fmax_ha_per_bohr": 0.0629, "charge": 1, "symbols": ["C", "C", "C", "C", "N", "N", "H", "H", "H", "H", "H", "H", "H", "H", "H", "H", "H"], "positions_angstrom": [[0.6356, 0.0930, 1.3858], [1.1046, -0.2993, -0.0021], [-0.8748, -0.0096, 1.2764], [0.1681, -0.4489, -2.2826], [-1.6480, 0.8987, 1.7163], [0.1156, 0.2134, -0.9726], [0.9028, -0.8336, 1.9394], [0.8815, 1.0755, 1.8151], [2.0576, -0.0681, -0.4459], [1.0674, -1.3344, -0.0033], [-1.2066, -1.0428, 0.9500], [-0.1181, -1.5491, -2.2402], [-0.7320, -0.1103, -2.8697], [1.1634, -0.2777, -2.6841], [-1.1643, 1.7451, 1.8145], [-2.6845, 0.8156, 1.7759], [0.3317, 1.1325, -1.1730]]}

No. 2
{"formula": "C24H53GeN3O11PTeTi", "method": "ωB97M-V/def2-TZVPD", "mol_weight_g_mol": 838.7, "lumo_ev": [-0.011, -0.010], "fmax_ha_per_bohr": 0.1343, "charge": 0, "s2": 0.7908, "multiplicity": 2, "symbols": ["Ti", "C", "N", "C", "C", "O", "C", "O", "C", "C", "O", "N", "C", "C", "H", "H", "H", "H", "H", "H", "H", "H", "H", "H", "H", "H", "H", "H", "H", "H", "C", "C", "C", "C", "O", "Ge", "O", "C", "C", "C", "C", "O", "C", "C", "C", "C", "H", "H", "H", "H", "H", "H", "H", "H", "H", "H", "H", "H", "H", "H", "H", "H", "H", "H", "H", "H", "H", "H", "H", "H", "H", "H", "H", "O", "N", "O", "C", "C", "O", "P", "O", "Te", "O", "C", "C", "H", "H", "H", "H", "H", "H", "H", "H", "H", "H"], "positions_angstrom": [[0.1713, 0.1100, -0.3235], [3.7686, 0.0200, 2.4415], [3.0787, -1.2586, 2.4206], [3.8710, -2.4089, 2.7789], [1.9446, -1.3391, 1.6485], [1.3571, -0.2901, 1.2756], [1.4425, -2.7188, 1.2461], [0.3504, -2.6260, 0.3701], [-0.9430, -2.8633, 0.8981], [-1.5415, -1.5592, 1.3653], [-1.1547, -0.4824, 0.8437], [-2.4609, -1.5761, 2.3787], [-3.1719, -2.7787, 2.7432], [-2.8497, -0.3300, 2.9933], [4.7471, -0.1020, 2.8988], [3.8884, 0.4022, 1.4240], [3.1918, 0.7459, 3.0106], [4.3444, -2.2216, 3.7446], [3.2456, -3.2893, 2.8827], [4.6514, -2.6158, 2.0376], [2.2318, -3.2350, 0.6789], [1.1799, -3.3347, 2.1230], [-1.5110, -3.2565, 0.0364], [-0.9099, -3.6227, 1.6902], [-2.5855, -3.4106, 3.4203], [-4.0935, -2.5017, 3.2549], [-3.4303, -3.3626, 1.8590], [-2.1744, 0.4409, 2.6232], [-3.8777, -0.0583, 2.7411], [-2.7592, -0.4078, 4.0789], [-0.0941, 4.0744, 2.5798], [0.5765, 2.7414, 2.2036], [0.6065, 1.8483, 3.4601], [1.9994, 3.0120, 1.6910], [-0.1570, 2.0720, 1.2069], [-0.7315, 2.9466, -0.3801], [-1.8773, 1.5130, -0.7328], [-3.2774, 1.6480, -0.8383], [-3.8061, 2.6385, 0.2118], [-3.6253, 2.1462, -2.2476], [-3.9241, 0.2755, -0.6168], [0.6570, 1.8915, -1.3140], [1.0788, 2.2444, -2.6241], [0.2764, 1.4639, -3.6682], [2.5807, 1.9398, -2.7304], [0.8634, 3.7404, -2.9028], [0.4051, 4.5227, 3.4359], [-1.1438, 3.9096, 2.8217], [-0.0439, 4.7606, 1.7353], [1.3450, 2.2156, 4.1729], [0.8456, 0.8283, 3.1670], [-0.3694, 1.8486, 3.9443], [2.6813, 3.2367, 2.5104], [1.9763, 3.8540, 0.9993], [2.3417, 2.1339, 1.1442], [-3.4822, 3.6511, -0.0373], [-3.3921, 2.3821, 1.1858], [-4.8934, 2.6124, 0.2633], [-3.1876, 3.1345, -2.3967], [-4.7018, 2.2037, -2.3919], [-3.2066, 1.4575, -2.9772], [-3.7424, -0.0497, 0.4025], [-3.4691, -0.4488, -1.2910], [-4.9970, 0.3277, -0.7943], [0.3124, 0.4051, -3.4372], [0.6734, 1.6340, -4.6667], [-0.7638, 1.7828, -3.6361], [2.7633, 0.9244, -2.3848], [3.1374, 2.6292, -2.0963], [2.9281, 2.0395, -3.7569], [-0.2030, 3.9628, -2.9302], [1.2942, 3.9988, -3.8671], [1.3271, 4.3525, -2.1299], [-1.5879, -2.7677, -2.0203], [-1.6153, -1.4948, -1.8235], [-0.4168, -0.8909, -1.7442], [2.9929, -2.0853, -5.3584], [1.6777, -1.7444, -4.6768], [1.9153, -1.1521, -3.4199], [1.7126, -1.8601, -1.9852], [1.8632, -0.6822, -1.0420], [0.6688, -4.0113, -2.2113], [3.1653, -2.6392, -1.7424], [4.3173, -1.8969, -1.4132], [5.5210, -2.8232, -1.4010], [2.8053, -2.4715, -6.3543], [3.5278, -2.8315, -4.7795], [3.6115, -1.1944, -5.4365], [1.0589, -2.6460, -4.5533], [1.1111, -1.0162, -5.2677], [4.1734, -1.4395, -0.4268], [4.4543, -1.0933, -2.1432], [5.3465, -3.6526, -0.7188], [6.4054, -2.2748, -1.0881], [5.6865, -3.2289, -2.3952]]}

No. 3
{"formula": "C7H14N2", "method": "ωB97M-V/def2-TZVPD", "mol_weight_g_mol": 126.2, "lumo_ev": [3.825, 3.858], "fmax_ha_per_bohr": 0.0334, "charge": -1, "s2": 0.7554, "multiplicity": 2, "symbols": ["C", "C", "C", "C", "N", "N", "H", "H", "H", "H", "H", "H", "C", "C", "C", "H", "H", "H", "H", "H", "H", "H", "H"], "positions_angstrom": [[-1.2450, -3.6530, -0.4074], [1.1667, -1.1849, -1.3461], [-0.2134, -2.5804, -0.4682], [0.7512, -2.3314, 0.5481], [0.0941, -1.9127, -1.6033], [1.6129, -1.3590, -0.0573], [1.6601, -0.5753, -2.0865], [2.3205, -0.8738, 0.4705], [0.7384, -2.4057, 1.6228], [-2.1206, -3.2982, 0.1570], [-0.9251, -4.6050, 0.0175], [-1.5921, -3.8299, -1.4299], [-0.6334, 2.5862, -0.0530], [0.8474, 2.1831, -0.1460], [-0.9825, 3.1116, 1.3328], [-0.8326, 3.2396, -0.9074], [-1.2413, 1.7014, -0.2541], [1.2017, 1.6825, 0.7637], [-0.1593, 3.7014, 1.7458], [-1.9107, 3.6828, 1.2983], [1.4697, 3.0548, -0.3101], [1.0201, 1.4087, -0.8984], [-1.0268, 2.2571, 2.0111]]}

No. 4
{"formula": "C2H7N5", "method": "ωB97M-V/def2-TZVPD", "mol_weight_g_mol": 101.1, "lumo_ev": 0.853, "fmax_ha_per_bohr": 0.0605, "charge": 0, "symbols": ["C", "C", "N", "N", "N", "N", "N", "H", "H", "H", "H", "H", "H", "H"], "positions_angstrom": [[-1.4256, -0.0822, -0.1077], [-0.0296, 0.5408, -0.0963], [0.0123, 1.9046, 0.0736], [-1.4814, -1.5240, -0.2068], [0.9912, -0.1874, -0.2794], [2.5926, 0.0995, -0.2241], [3.0228, -0.8510, 0.3456], [-0.8069, 2.3840, 0.4059], [0.9169, 2.3479, 0.0989], [2.1291, -1.4295, 0.6284], [-1.0254, -1.8315, -1.0603], [-0.9736, -1.9482, 0.5628], [-1.9791, 0.3490, -0.9479], [-1.9435, 0.2282, 0.8076]]}

No. 5
{"formula": "C7H16N3OP", "method": "ωB97M-V/def2-TZVPD", "mol_weight_g_mol": 189.2, "lumo_ev": [0.741, -3.090], "fmax_ha_per_bohr": 0.1269, "charge": 0, "s2": 2.0068, "multiplicity": 3, "symbols": ["C", "C", "C", "C", "C", "C", "C", "N", "N", "N", "O", "P", "H", "H", "H", "H", "H", "H", "H", "H", "H", "H", "H", "H", "H", "H", "H", "H"], "positions_angstrom": [[1.8466, -1.5404, -0.0649], [2.6998, 0.7796, -0.2331], [0.4112, -1.1661, -0.3700], [1.2033, 1.3346, -0.6442], [1.0313, 0.1730, 1.5148], [2.3873, -0.3012, 0.8141], [0.3209, 0.2768, 0.1026], [-2.8279, -0.9567, -1.3556], [-3.7602, 1.0464, 0.3276], [-1.2829, 0.9681, -0.1798], [-2.2965, -1.0278, 1.1935], [-2.5108, -0.1389, 0.0815], [2.0097, -2.4434, 0.5213], [2.4877, -1.5353, -0.9072], [3.4322, 0.4348, -0.8119], [3.1993, 1.4743, 0.4196], [0.1237, -1.1850, -1.3496], [-0.2119, -1.8272, 0.0090], [1.0508, 2.3199, -0.2820], [1.0547, 1.2684, -1.6697], [0.6404, -0.5577, 2.1424], [1.2483, 1.1649, 1.9965], [3.2122, -0.4420, 1.4754], [-3.4388, -1.6140, -1.1390], [-3.1397, -0.4174, -2.2499], [-4.5854, 0.7489, 0.7380], [-3.1853, 1.7100, 0.9450], [-1.1201, 1.4532, -1.0249]]}